i | # C3H11N2O

A cluster of 2 separate species, C3H11N2O in total (ωB97M-V with the def2-TZVPD basis set, OMol25).

Properties
- HOMO-LUMO gap (eV) = 11.1
- charge = +1
- HOMO (eV) = -14.74

Each line ends with the Mulliken charge.
Positions of all 17 atoms, in Å:
C1 -2.65088 -1.31144 -0.06508  -0.9156
C2 -1.27096 -1.82937 0.38338  -0.6486
N1 -0.38834 -0.74022 0.91464  -0.1857
C3 0.24269 0.10452 0.15518  0.1824
N2 0.73225 1.30282 0.43930  -0.3108
H1 -3.02290 -0.84190 0.86246  0.3115
H2 -3.23635 -2.18298 -0.31679  0.3463
H3 -2.49339 -0.48766 -0.75988  0.3390
H4 -0.64712 -2.26535 -0.41437  0.3681
H5 -1.20847 -2.54818 1.19129  0.3791
H6 -0.43384 -0.66047 1.92566  0.2725
H7 0.33284 -0.25029 -0.86094  0.3361
H8 0.48082 1.77692 1.29477  0.2509
H9 1.65251 1.50222 0.06576  0.2625
H10 4.36445 3.08951 -0.99003  0.3230
H11 3.92751 2.56754 -2.35288  0.3246
O1 3.61916 2.77434 -1.47246  -0.6354

---

ii | # C3H11N2O

A cluster of 2 separate species, C3H11N2O in total (ωB97M-V with the def2-TZVPD basis set, OMol25).

Properties
- HOMO-LUMO gap (eV) = 11.0
- charge = +1
- HOMO (eV) = -14.04

Each line ends with the Mulliken charge.
Positions of all 17 atoms, in Å:
C1 -1.87342 -0.87220 -1.12174  -1.0747
C2 -0.84453 -0.23774 -0.24870  0.7813
C3 -0.52981 1.06771 -0.27289  -0.7577
N1 0.42636 1.50659 0.80979  -0.1844
N2 -0.34303 -0.99719 0.85376  -0.5966
H1 -1.51483 -1.44485 -1.97246  0.2838
H2 -2.52145 -0.06285 -1.47751  0.3465
H3 -2.53577 -1.49137 -0.51412  0.3280
H4 -0.55765 1.82403 -1.03655  0.3566
H5 0.57535 2.48699 1.01498  0.3618
H6 1.32949 1.01960 0.60941  0.2753
H7 0.09308 1.02788 1.65232  0.4026
H8 -1.07251 -1.60480 1.21305  0.2824
H9 0.39840 -1.64300 0.60125  0.2305
H10 3.45008 -0.21196 0.61175  0.3262
H11 2.74849 -0.47677 -0.75161  0.3185
O1 2.77176 0.10992 0.02927  -0.6800

---

iii | # C3H11N2O

A cluster of 2 separate species, C3H11N2O in total (ωB97M-V with the def2-TZVPD basis set, OMol25).

Properties
- HOMO-LUMO gap (eV) = 11.7
- charge = +1
- HOMO (eV) = -14.99

Each line ends with the Mulliken charge.
Positions of all 17 atoms, in Å:
C1 -1.83852 1.54247 -0.33247  -1.3320
C2 -1.11405 0.54444 0.55538  -0.2059
N1 1.08716 -1.34025 -1.68045  -0.3032
C3 0.22271 -0.44761 -1.24273  0.1943
N2 0.05137 -0.15741 0.01199  -0.0452
H1 -1.20674 2.30492 -0.79359  0.3946
H2 -2.51132 1.15787 -1.09764  0.4068
H3 -2.47509 2.11122 0.35005  0.3509
H4 -0.75740 1.12832 1.39724  0.3208
H5 -1.83299 -0.20204 0.88859  0.2437
H6 1.60407 -1.93470 -1.05452  0.2252
H7 1.35496 -1.40799 -2.64431  0.2487
H8 -0.42017 0.00538 -1.99345  0.3543
H9 0.81536 -0.39085 0.65172  0.1692
H10 2.05777 -0.50936 2.90984  0.3391
H11 2.92890 -1.21904 1.86150  0.3377
O1 2.03397 -1.18538 2.21285  -0.6990

---

iv | # C3H11N2O

A cluster of 2 separate species, C3H11N2O in total (ωB97M-V with the def2-TZVPD basis set, OMol25).

Properties
- HOMO-LUMO gap (eV) = 9.5
- charge = +1
- HOMO (eV) = -12.69

Each line ends with the Mulliken charge.
Positions of all 17 atoms, in Å:
C1 0.35823 -2.11391 0.21521  -1.0297
C2 -0.09180 -0.66545 0.20652  0.3893
C3 0.41031 0.35328 0.95081  -0.1496
N1 0.68505 0.52988 2.34370  -0.4092
N2 -0.77331 -0.34472 -1.03572  -0.1694
H1 -0.51535 -2.52408 0.85019  0.3098
H2 1.31581 -2.21956 0.81432  0.2790
H3 0.60859 -2.38323 -0.81786  0.3555
H4 0.26689 1.34353 0.34465  0.0061
H5 0.41675 1.19493 3.00555  0.1910
H6 1.39172 -0.14794 2.74851  0.2304
H7 -1.70929 -0.70664 -0.85779  0.3855
H8 -0.45022 -0.69105 -1.92815  0.3638
H9 -0.76385 0.67564 -1.13784  0.3131
H10 -0.02585 2.86624 -1.33642  0.2652
H11 -0.66228 2.67764 -2.59370  0.3017
O1 -0.46142 2.15544 -1.77198  -0.6324

---

In hartree, relative to the most stable structure: i 0.0198; ii 0.0318; iii 0.0000; iv 0.0961.

---

i | # C3H11N2O

A cluster of 2 separate species, C3H11N2O in total (ωB97M-V with the def2-TZVPD basis set, OMol25).

Properties
- HOMO-LUMO gap (eV) = 11.1
- charge = +1
- HOMO (eV) = -14.09

Each line ends with the Mulliken charge.
Positions of all 17 atoms, in Å:
C1 -0.40711 0.94964 2.27215  -0.8348
N1 0.50316 0.58918 1.14284  -0.0482
C2 0.73907 1.68877 0.16965  -0.8933
H1 -0.39197 0.14603 2.99987  0.3617
H2 -0.05620 1.87073 2.71806  0.3572
H3 -1.41052 1.05995 1.87518  0.3441
H4 0.12124 -0.21611 0.61551  0.3489
H5 1.40127 0.27441 1.51311  0.3893
H6 -0.21083 1.96026 -0.27544  0.3555
H7 1.40037 1.32361 -0.61042  0.3247
H8 1.19081 2.53390 0.67312  0.4021
C3 -0.36807 -1.52515 -1.78551  0.1916
N2 -0.65504 -2.80157 -2.31366  -0.5521
O1 -0.58695 -1.24812 -0.63502  -0.6165
H9 0.06198 -0.78458 -2.49070  0.2883
H10 -1.45105 -2.74056 -2.95445  0.2912
H11 0.11985 -3.08041 -2.91428  0.2901

---

ii | # C3H11N2O

A cluster of 2 separate species, C3H11N2O in total (ωB97M-V with the def2-TZVPD basis set, OMol25).

Properties
- HOMO-LUMO gap (eV) = 10.8
- charge = +1
- HOMO (eV) = -14.27

Each line ends with the Mulliken charge.
Positions of all 17 atoms, in Å:
C1 -0.88078 -1.35169 0.34552  -1.3111
C2 0.53159 -0.54464 -1.62865  -1.3113
C3 0.23226 -0.38830 -0.22255  1.1340
N1 -1.00086 2.07288 0.85959  -0.3051
N2 1.16973 -0.13424 0.66743  -0.3957
O1 -0.82244 1.21341 -0.21758  -0.4552
H1 -1.90021 -1.12336 0.03841  0.3312
H2 -0.63189 -2.32391 -0.22952  0.3308
H3 -0.92707 -1.64904 1.40720  0.4109
H4 1.05238 -1.47440 -1.77209  0.4022
H5 -0.51430 -0.60999 -2.18225  0.3090
H6 1.14955 0.24915 -2.13096  0.3859
H7 -1.31912 2.93755 0.57355  0.3036
H8 -1.83048 1.89639 1.54088  0.3521
H9 1.04419 -0.50341 1.62252  0.2553
H10 -0.14712 2.23165 1.44773  0.3408
H11 2.11398 0.15441 0.49441  0.2226

---

In hartree, relative to the most stable structure: i 0.0000; ii 0.1004.

---

i | # C39H52N8O14

A cluster of 8 separate species, C39H52N8O14 in total (ωB97M-V with the def2-TZVPD basis set, OMol25).

Properties
- HOMO-LUMO gap (eV) = 3.9
- HOMO (eV) = -8.34

Each line ends with the Mulliken charge.
Positions of all 113 atoms, in Å:
C1 2.76831 -3.39468 -1.71864  -3.2732
C2 3.98131 -4.09868 -0.94864  1.4244
C3 4.79231 -3.15768 -0.16964  -1.5649
C4 4.05631 -2.56168 1.12136  0.0923
C5 3.72331 -3.85668 2.05936  -1.9207
C6 2.94531 -4.86068 1.39436  1.5365
N1 3.30531 -5.13268 -0.07564  0.8948
O1 2.95731 -6.14268 -0.65564  -0.3551
C7 1.32831 -4.56868 1.37536  -2.0734
C8 3.17831 -6.10768 2.25336  -1.5981
C9 4.89231 -4.81368 -2.04864  -1.2383
H1 3.12631 -2.84868 -2.47664  1.0424
H2 2.47231 -2.56268 -1.26564  0.8915
H3 1.89931 -3.81368 -1.89064  0.6761
H4 4.95331 -2.34568 -0.75464  0.6893
H5 5.81931 -3.55268 0.15336  0.3861
H6 2.98631 -2.03368 0.90536  -0.3458
H7 4.37631 -1.52268 1.51036  0.3906
H8 3.44031 -3.65068 3.00836  0.7542
H9 4.65931 -4.35568 2.15136  0.6075
H10 1.01931 -3.74468 0.85236  0.5347
H11 0.99331 -4.36268 2.42636  0.3993
H12 0.77731 -5.30868 1.01936  0.7118
H13 3.34531 -5.94268 3.37136  0.2981
H14 4.10131 -6.67168 1.88036  0.4140
H15 2.50431 -6.88468 1.99336  0.4509
H16 4.37931 -5.63968 -2.57364  0.3598
H17 5.68231 -5.11468 -1.36664  0.4500
H18 5.36531 -3.96868 -2.69464  0.3208
N2 0.84231 0.10332 0.16336  0.7781
O2 1.98931 0.40032 -0.21764  -0.6793
O3 0.26231 -0.77768 -0.50564  -0.4752
O4 0.34131 0.74432 1.12436  -0.3909
C10 -2.41369 0.08732 -4.29964  0.0777
C11 -1.91169 -0.34168 -3.10564  0.2448
C12 -2.79869 -1.35568 -2.23064  -0.4743
C13 -4.30369 -1.34968 -2.46764  0.1662
C14 -4.75269 -0.82168 -3.96464  -0.6462
C15 -3.72869 -0.00368 -4.76764  -0.5463
N3 -5.31769 -2.04168 -1.64864  0.9844
O5 -4.90869 -2.40168 -0.48464  -0.5868
O6 -6.33769 -2.40868 -2.06864  -0.5775
H19 -1.71969 0.43132 -5.22164  0.1007
H20 -0.79969 -0.25768 -2.74964  0.0459
H21 -2.48669 -1.83068 -1.29064  0.2935
H22 -5.75769 -0.98368 -4.28364  0.4322
H23 -4.14569 0.39232 -5.68364  0.4450
C16 -3.05969 2.62332 -0.70364  -0.3114
C17 -4.53669 2.80832 -1.32264  -0.4076
C18 -5.75869 2.32232 -0.64864  -0.4679
C19 -5.54269 1.63032 0.77036  -0.2196
C20 -4.21769 1.41832 1.31336  -0.4214
C21 -3.07069 1.97032 0.46736  0.1977
N4 -6.78069 1.06432 1.47236  0.9765
O7 -6.79869 1.17932 2.65336  -0.5177
O8 -7.83569 0.95032 0.79736  -0.6072
H24 -2.13169 3.07832 -1.25264  0.0931
H25 -4.88669 3.41832 -2.19364  0.3071
H26 -6.76569 2.32432 -1.38064  0.2583
H27 -3.98569 1.02432 2.23936  1.1368
H28 -2.12869 1.68332 1.00536  -0.0965
C22 3.33931 -0.39968 -4.96864  -0.5491
C23 3.09731 0.16532 -3.62864  -0.6511
C24 2.10131 1.35332 -3.34564  -0.5029
C25 1.43231 2.00432 -4.66964  0.0217
C26 1.74231 1.29732 -5.97564  -0.3239
C27 2.76631 0.16132 -6.09964  -0.4808
N5 0.57731 3.17332 -4.43864  0.8351
O9 0.29931 3.98932 -5.31664  -0.5494
O10 -0.22969 2.98632 -3.46464  -0.3578
H29 3.79031 -1.15168 -5.09564  0.8073
H30 3.47131 -0.27768 -2.69564  0.4428
H31 1.92931 1.66732 -2.36464  0.7403
H32 1.22031 1.73232 -6.91364  0.3175
H33 2.71931 -0.42668 -7.16164  0.2229
C28 0.97431 5.69932 -0.89264  -0.4501
C29 1.22931 4.28232 -0.38964  -0.3940
C30 2.33931 4.06432 0.61836  -0.2682
C31 3.44531 5.14832 0.75636  -0.0459
C32 3.10331 6.57532 0.15336  -0.4906
C33 1.78231 6.77232 -0.55164  -0.5323
N6 4.66131 4.99232 1.62136  0.9710
O11 5.46931 5.92032 1.73536  -0.6192
O12 4.68031 4.01032 2.27736  -0.5559
H34 0.21831 5.76832 -1.79664  0.2279
H35 0.48131 3.73132 -0.73464  0.6971
H36 2.28131 3.04632 1.01436  0.4866
H37 3.83631 7.32332 0.42836  0.4200
H38 1.36431 7.63032 -0.80364  0.5393
C34 -2.33269 -1.38768 4.39236  -0.3128
O13 -2.88069 -1.27068 5.50736  -0.6806
N7 -2.97169 -1.39268 3.21836  0.3983
C35 -2.21669 -1.56768 1.99036  -1.6421
C36 -4.40869 -1.54568 3.08636  -0.5828
H39 -1.34869 -1.33668 4.45136  0.7266
H40 -1.31769 -1.05968 1.81136  0.6164
H41 -2.65469 -1.24668 1.14836  0.4276
H42 -2.02869 -2.56368 1.69836  0.4427
H43 -4.72469 -0.59268 3.70836  0.2958
H44 -4.96869 -2.45368 3.52136  0.3712
H45 -4.83369 -1.27368 1.91936  -0.0303
C37 -0.19469 4.12332 5.31236  0.1320
O14 -0.73769 5.01332 5.97736  -0.6177
N8 -0.88469 2.92732 4.99736  0.0856
C38 -0.23569 2.08932 3.93936  -1.0824
C39 -2.25869 2.68732 5.37936  -1.1106
H46 0.78931 4.01432 4.94436  0.3877
H47 0.71631 2.04132 3.77536  0.6450
H48 -0.87269 2.19432 2.93536  0.2463
H49 -0.43869 1.02532 4.17836  0.1021
H50 -2.49469 3.42332 6.15036  0.3510
H51 -2.43969 1.72132 5.72136  0.3421
H52 -2.76569 3.13132 4.58736  0.4627

---

ii | # C39H52N8O14

A cluster of 8 separate species, C39H52N8O14 in total (ωB97M-V with the def2-TZVPD basis set, OMol25).

Properties
- HOMO-LUMO gap (eV) = 3.2
- HOMO (eV) = -7.93

Each line ends with the Mulliken charge.
Positions of all 113 atoms, in Å:
C1 -2.88500 35.60200 39.98900  -1.5608
C2 -2.66000 35.98400 41.46000  1.6520
C3 -1.63900 37.15300 41.63700  -1.8482
C4 -1.54900 37.57500 43.11700  0.5607
C5 -2.88900 38.27900 43.38400  -1.5633
C6 -4.05500 37.22500 43.25500  2.1015
N1 -3.91100 36.40800 42.08500  0.7294
O1 -5.02000 35.71500 41.65200  -0.2757
C7 -5.37100 37.97100 43.17800  -1.7315
C8 -4.10200 36.28100 44.48100  -1.5596
C9 -2.20100 34.67400 42.12200  -1.4505
H1 -3.60000 34.71800 39.75700  0.3356
H2 -1.95600 35.58800 39.32700  0.3156
H3 -3.62900 36.37000 39.51500  0.3947
H4 -1.95600 37.89300 41.09200  0.6789
H5 -0.63600 36.77500 41.26300  0.4001
H6 -0.79500 38.34700 43.39100  0.4405
H7 -1.13600 36.87200 43.98400  -0.5480
H8 -2.96000 39.01800 42.67100  0.5665
H9 -2.91400 38.75800 44.44300  0.3630
H10 -5.67500 38.23100 42.16000  0.4163
H11 -5.36300 38.90700 43.77900  0.4200
H12 -6.26200 37.42400 43.63600  0.3441
H13 -3.31100 35.72900 44.51600  0.1251
H14 -4.79100 35.32300 44.52600  0.4377
H15 -4.34000 36.71200 45.47400  0.1753
H16 -3.00200 33.84900 41.77000  0.3883
H17 -1.68800 34.66600 43.11700  -0.0666
H18 -1.30200 34.24400 41.82000  0.6479
N2 1.12200 37.92800 45.92800  0.5086
O2 0.51800 39.04100 46.00000  -0.5016
O3 0.67700 36.92900 46.36800  -0.2703
O4 1.94300 37.92800 44.95800  -0.5925
C10 6.42000 37.33900 42.77500  -0.5295
C11 7.43700 36.66200 43.71600  -0.5868
C12 7.52300 37.05600 45.19600  -0.5525
C13 6.38800 37.90200 45.71800  0.2695
C14 5.35700 38.38600 44.72100  0.1220
C15 5.38200 38.04800 43.17900  -0.4942
N3 6.20200 38.12200 47.18200  0.8704
O5 7.09200 38.76300 47.71400  -0.5388
O6 5.32200 37.56900 47.80000  -0.4875
H19 6.53600 37.08900 41.84900  0.5267
H20 8.31800 36.12000 43.39600  0.3861
H21 8.12200 36.63700 45.88900  0.5176
H22 4.35500 39.02900 45.01300  0.0951
H23 4.78900 38.43400 42.34800  0.3617
C16 -0.87500 40.81700 50.48500  -0.0776
C17 -0.68200 40.49900 49.08900  -0.1153
C18 -0.71200 41.53600 48.09000  -0.2785
C19 -1.14300 42.91600 48.63100  0.0099
C20 -1.31800 43.10700 50.07700  -0.3309
C21 -1.07700 42.04400 51.11900  -0.6619
N4 -1.44200 44.06200 47.74400  0.9066
O7 -1.49900 43.88400 46.45900  -0.5857
O8 -1.55500 45.13400 48.24800  -0.5523
H24 -0.54000 39.80300 51.19400  -0.0368
H25 -0.52600 39.52500 48.68500  0.6685
H26 -0.39500 41.45200 46.90300  0.2698
H27 -1.46100 44.04500 50.62800  0.3609
H28 -1.07300 42.14400 52.24900  0.3608
C22 -2.15300 37.22900 50.57800  -0.2633
C23 -3.53000 37.82900 51.01200  -0.4862
C24 -4.39400 38.50600 49.99600  -0.5180
C25 -4.02500 38.40000 48.55100  -0.2340
C26 -2.64800 37.91700 48.16800  0.0823
C27 -1.70300 37.22400 49.20300  -0.4638
N5 -4.91600 38.99100 47.52900  0.7842
O9 -4.53000 38.97500 46.25200  -0.4914
O10 -6.13800 39.33200 47.81800  -0.5421
H29 -1.41500 36.83100 51.39900  0.2024
H30 -3.82700 37.82500 52.13500  0.3077
H31 -5.37600 38.95300 50.32500  0.4156
H32 -2.29400 37.94600 47.13400  0.5181
H33 -0.83400 36.88400 48.74800  0.7471
C28 1.67800 36.19800 51.28100  -0.2804
C29 2.09600 36.12900 49.84300  -1.1238
C30 2.62100 37.47400 49.13200  0.6377
C31 3.04700 38.66000 49.90200  0.0074
C32 2.72400 38.59900 51.41300  -0.6392
C33 1.92300 37.36100 51.98300  -0.2564
N6 3.54500 39.91500 49.27900  0.8444
O11 3.50500 39.99700 47.94800  -0.4236
O12 3.55700 40.93800 49.96800  -0.5441
H34 1.22300 35.19900 51.84500  0.2257
H35 2.09800 35.16000 49.37900  0.4714
H36 2.67100 37.49100 47.98700  0.2711
H37 2.86000 39.52400 51.94000  0.4703
H38 1.38800 37.43000 53.00900  0.3010
C34 -3.66300 33.26500 46.32200  -0.1646
O13 -4.44000 32.58800 45.55700  -0.6861
N7 -2.37000 33.16400 46.04700  0.2686
C35 -1.45800 34.01500 46.87500  -1.4462
C36 -1.84200 32.33400 44.90700  -0.9422
H39 -3.97000 33.68300 47.18200  0.6467
H40 -1.13600 34.85700 46.23300  0.3461
H41 -0.62000 33.31200 47.25300  0.2826
H42 -1.78500 34.19300 47.80000  0.7663
H43 -2.57200 32.45000 43.95300  0.1407
H44 -1.88400 31.41700 45.15600  0.6376
H45 -0.85900 32.68700 44.55500  0.2117
C37 2.01100 32.81400 43.06900  0.1882
O14 1.71200 31.63600 42.87100  -0.6226
N8 2.33700 33.12900 44.38300  0.3053
C38 2.56500 34.56100 44.66600  -0.5414
C39 2.53400 32.09800 45.33000  -1.1962
H46 1.74700 33.70400 42.33400  0.2450
H47 3.02200 34.72100 45.68800  0.1659
H48 1.51800 34.92900 44.55900  0.1162
H49 3.00200 35.18400 43.69400  0.1591
H50 1.59600 31.86300 45.66100  0.3581
H51 3.25900 32.44500 46.16000  0.2401
H52 2.73200 31.22600 44.96500  0.5698

---

In hartree, relative to the most stable structure: i 0.0307; ii 0.0000.